{
  "formula": "C19H56N8O9",
  "method": "ωB97M-V/def2-TZVPD",
  "largest_force_ha_per_bohr": 0.128,
  "smiles": "NC(N)=O.NC(N)=O.NC(N)=O.NC(N)=O.CC(C)O.CC(C)O.CC(C)O.CC(C)O.CC(C)O",
  "charge": 0,
  "lumo_energy_ev": 0.1,
  "orbital_gap_ev": 9.260,
  "e_above_lowest_kj_mol": 272.3,
  "species": ["N", "C", "N", "O", "H", "H", "H", "H", "N", "C", "N", "O", "H", "H", "H", "H", "N", "C", "N", "O", "H", "H", "H", "H", "N", "C", "N", "O", "H", "H", "H", "H", "C", "C", "C", "O", "H", "H", "H", "H", "H", "H", "H", "H", "C", "C", "C", "O", "H", "H", "H", "H", "H", "H", "H", "H", "C", "C", "C", "O", "H", "H", "H", "H", "H", "H", "H", "H", "C", "C", "C", "O", "H", "H", "H", "H", "H", "H", "H", "H", "C", "C", "C", "O", "H", "H", "H", "H", "H", "H", "H", "H"],
  "xyz": [[4.13124, 1.22023, 2.07119], [4.49756, 2.43409, 1.72088], [5.80343, 2.38845, 1.48413], [3.85517, 3.45633, 1.56446], [3.15444, 1.25154, 2.32609], [4.75823, 0.44174, 2.21590], [6.31687, 1.52630, 1.59891], [6.19165, 3.18941, 1.00679], [0.27014, -1.01214, 0.84682], [-0.16584, -0.63270, -0.28660], [-0.05406, 0.63222, -0.43722], [-0.58257, -1.40268, -1.16049], [0.91613, -0.46251, 1.39518], [-0.17748, -1.84557, 1.20055], [-0.09294, 1.03862, -1.36103], [0.45506, 1.18839, 0.23477], [-1.57574, -4.44542, -1.04811], [-2.27476, -5.55782, -1.40510], [-1.76859, -6.26002, -2.40678], [-3.38646, -5.69758, -0.96595], [-0.71613, -4.07306, -1.42564], [-2.15536, -3.90758, -0.41972], [-0.85854, -5.97651, -2.74074], [-2.29572, -7.00594, -2.83787], [-0.65003, 4.28211, 1.47354], [-1.77199, 3.98033, 0.94832], [-1.65958, 3.38373, -0.19096], [-2.79146, 4.21282, 1.53090], [0.28722, 4.11936, 1.13418], [-0.80354, 4.66307, 2.39625], [-2.46481, 3.14474, -0.75185], [-0.72420, 3.51734, -0.54778], [2.08585, 3.45276, -3.71848], [2.22461, 3.54924, -2.16964], [3.16870, 4.68135, -1.71751], [0.99677, 3.77722, -1.52785], [1.88077, 4.47203, -4.04579], [1.36598, 2.71135, -4.06515], [2.97744, 3.05768, -4.20538], [2.54182, 2.57341, -1.80190], [4.19523, 4.37551, -1.91951], [3.21586, 4.87361, -0.64564], [2.93543, 5.65146, -2.15634], [0.46856, 4.39095, -2.04354], [-3.69233, 0.66131, -1.96560], [-3.75675, -0.00453, -0.58465], [-5.09880, 0.02965, 0.11782], [-3.46049, -1.38024, -0.63286], [-2.68865, 0.51362, -2.36426], [-3.88818, 1.73352, -1.95534], [-4.36281, 0.16420, -2.66662], [-2.95570, 0.31577, 0.08156], [-5.00345, 0.11900, 1.19996], [-5.72067, -0.83396, -0.11791], [-5.73070, 0.82897, -0.26932], [-2.60786, -1.45569, -1.06752], [2.01575, -0.61914, -3.47315], [0.62408, -0.62956, -4.06528], [0.58793, -0.39806, -5.51556], [-0.07825, -1.81844, -3.75982], [2.45846, 0.35922, -3.66003], [2.63605, -1.38695, -3.93554], [1.99659, -0.80802, -2.39981], [-0.06120, 0.13378, -3.69675], [1.38470, -0.89352, -6.07035], [0.86446, 0.63620, -5.72035], [-0.35340, -0.71774, -5.96254], [-0.18632, -1.87244, -2.80745], [-0.69909, -3.65283, 2.55529], [-2.08406, -4.23761, 3.01164], [-3.22102, -3.71311, 2.19842], [-2.01862, -5.61779, 2.75514], [0.10510, -4.02207, 3.19171], [-0.71480, -2.56360, 2.59315], [-0.35483, -3.89347, 1.54947], [-2.27812, -4.17030, 4.08211], [-3.13608, -2.62978, 2.11302], [-4.25031, -3.71403, 2.55711], [-3.32563, -4.27403, 1.26970], [-1.14106, -5.85610, 3.06286], [0.35659, -0.08560, 4.19607], [1.45430, 0.94753, 4.39949], [2.66276, 0.36755, 5.03927], [1.75671, 1.50083, 3.17597], [-0.37510, 0.27895, 3.47507], [-0.10067, -0.41683, 5.12843], [0.81211, -1.02591, 3.88555], [1.01415, 1.68551, 5.07012], [3.02206, -0.56433, 4.60268], [2.71447, 0.15591, 6.10727], [3.53749, 1.01712, 5.00749], [1.61704, 2.44887, 3.11847]],
  "atomic_forces_ev_per_a": [[-2.785, -1.252, 0.564], [1.905, 0.146, -0.751], [3.001, 1.372, -0.846], [-1.358, 0.113, 0.243], [0.009, -1.260, 0.557], [-0.441, 0.416, -0.023], [0.090, 0.594, -0.315], [0.329, -0.350, 0.231], [1.221, -2.929, 4.629], [-0.434, -1.414, -3.105], [0.605, 5.277, -1.925], [-0.893, -0.369, -0.024], [-0.537, -0.181, 0.201], [0.797, 0.039, 0.157], [-0.127, -0.117, 0.054], [-0.365, -0.018, -0.017], [0.401, 0.374, 1.008], [-0.606, 2.029, -0.553], [1.500, -1.298, -1.275], [-1.405, -1.062, 0.950], [-0.395, -0.133, 0.013], [0.557, 0.448, -0.130], [-0.335, -0.489, -0.295], [0.255, 0.277, 0.222], [5.073, 1.940, 3.699], [-2.922, -0.399, 0.101], [0.482, -1.598, -3.800], [-2.871, 0.442, 1.176], [-0.304, 0.045, -0.106], [0.654, 0.127, -0.115], [0.361, 0.166, 0.103], [-0.444, -0.739, -1.028], [0.312, -0.012, 0.898], [0.886, 0.282, -0.418], [0.753, -0.648, 0.021], [-1.475, -0.311, 0.240], [-0.165, -0.178, -0.571], [-0.657, 0.337, 0.390], [0.486, 0.531, 0.273], [0.309, 0.076, 0.198], [0.163, 0.308, -0.533], [-0.617, -0.519, 0.174], [0.004, -0.148, -0.465], [0.001, 0.242, -0.184], [0.326, -0.472, 0.305], [-0.077, -0.448, 0.581], [-0.844, 0.806, -0.289], [-0.026, -1.149, -0.860], [0.177, 0.030, -0.073], [-0.196, -0.006, 0.153], [-0.218, 0.066, 0.101], [-0.150, 1.372, -0.002], [-0.048, -0.001, -0.090], [0.500, -0.423, 0.021], [0.183, 0.534, 0.310], [0.453, -0.341, -0.135], [-0.147, 0.370, 0.073], [-1.173, -0.563, 1.072], [1.028, -0.008, -1.829], [0.428, -0.984, -0.970], [0.274, 0.047, 0.089], [-0.060, -0.011, -0.102], [-0.036, 0.074, 0.062], [0.467, 0.807, 0.768], [0.061, -0.684, 0.134], [-0.648, 0.337, -0.044], [-0.056, 0.422, 0.106], [-0.139, 0.238, 0.391], [-0.598, 0.457, 0.689], [0.610, -0.352, -0.751], [-1.082, 1.147, -0.320], [0.289, -1.050, 0.002], [0.009, 0.128, 0.353], [-0.063, -0.032, 0.639], [-0.759, -0.490, -0.262], [0.362, 0.853, 0.214], [0.473, 0.105, -0.855], [0.114, -0.853, 0.987], [0.466, 0.415, -0.316], [-0.023, -0.651, -0.020], [0.353, -0.775, 0.268], [-1.762, -0.531, 2.013], [2.411, -0.483, 0.848], [-0.127, 0.712, -1.827], [-0.105, -0.179, 0.179], [-0.280, 0.552, 0.142], [0.024, -0.038, -0.716], [0.202, 0.437, -0.028], [-0.298, -0.128, -0.457], [-1.222, -0.027, 0.192], [-0.092, 0.488, -0.588], [0.001, 0.129, 0.218]]
}